# 1
Density functional theory data (ωB97M-V/def2-TZVPD) for a cluster of 5 separate species, CH12N2O4 in total.

```
19
Properties=species:S:1:pos:R:3
H 2.12880 1.71431 0.45064
N 2.03460 0.77146 0.16919
C 1.78994 0.34395 -1.02264
N 1.45754 -0.99153 -1.21282
H 2.04142 0.83392 -1.98786
H 1.01669 -1.44671 -0.44031
H 1.58406 -1.52884 -2.08490
O -5.16432 -0.01954 -2.01349
H -5.75916 -0.49169 -1.46849
H -5.10072 -0.71498 -2.66403
O 2.66307 -2.00434 1.77034
H 2.72558 -1.06596 1.98652
H 2.48085 -2.44071 2.69451
O -0.02954 -0.73814 3.80294
H 0.18838 -0.82162 2.92488
H -0.66432 -0.02604 3.63498
O -1.44868 2.79497 -1.80746
H -2.27068 3.25655 -2.05677
H -1.71980 1.94500 -1.56661
```

As for the SMILES: [H]/N=C/N.O.O.O.O. The relative energy (zero: lowest compared OMol25 entry of this formula, charge and spin) is 47.1 kcal per mole. As for the frontier orbital gap: 0.3560 Eh. The calculation puts the LUMO energy at 0.569 eV.

Mulliken population analysis, charges in e, atoms 1 to 8: number 1, H, carries 0.187; number 2, N, carries -0.528; number 3, C, carries 0.029; number 4, N, carries -0.348; number 5, H, carries 0.294; number 6, H, carries 0.199; number 7, H, carries 0.203; number 8, O, carries -0.618

# 2
Density functional theory data (ωB97M-V/def2-TZVPD) for a cluster of 2 separate species, C2H4BrN in total.

```
8
Properties=species:S:1:pos:R:3
C 1.25354 0.20881 0.10529
C -0.96719 -0.44169 -0.03407
N 0.43830 -0.64850 -0.07739
Br 3.02440 0.22719 -0.05032
H 0.07163 1.85320 0.02441
H -1.19255 0.66769 -0.00154
H -1.11042 -0.92919 0.91118
H -1.51772 -0.93750 -0.87756
```

The relative energy (zero: lowest compared OMol25 entry of this formula, charge and spin) is 94.4 kcal per mole. As for the frontier orbital gap (alpha / beta): 0.3165 / 0.3165 Eh. The calculation puts the LUMO energy (alpha / beta) at -0.332 / -0.332 eV.

How is the electron density shared among the atoms? According to Mulliken, the charges in e are: number 1, C, carries -0.099; number 2, C, carries -0.439; number 3, N, carries -0.129; number 4, Br, carries -0.016; number 5, H, carries 0.093; number 6, H, carries 0.192; number 7, H, carries 0.212; number 8, H, carries 0.186

# 3
Density functional theory data (ωB97M-V/def2-TZVPD) for a cluster of 2 separate species, C5H10O in total.

```
16
Properties=species:S:1:pos:R:3
C 1.89032 -0.07643 -0.35045
C 0.45310 0.25503 -0.25823
C -0.52321 1.08519 -0.47200
C -0.77588 0.04158 0.57766
C -0.72688 0.46528 2.03003
H 2.34815 0.43352 -1.20565
H 2.07683 -1.15459 -0.42880
H 2.34244 0.30387 0.57642
H -0.80001 2.05539 -0.85235
H -1.46031 -0.80508 0.38464
H -1.70453 0.83202 2.35850
H -0.42227 -0.35582 2.68673
H -0.00341 1.28366 2.14243
O -0.18655 -1.44941 -2.12202
H -0.55797 -0.58495 -1.90513
H -0.62997 -2.00718 -1.47446
```

As for the SMILES: CC1=C[C@@H]1C.O. The relative energy (zero: lowest compared OMol25 entry of this formula, charge and spin) is 62.8 kcal per mole. As for the frontier orbital gap: 0.3765 Eh. The calculation puts the LUMO energy at 0.996 eV.

Mulliken population analysis, charges in e, atoms 1 to 8: number 1, C, carries -1.129; number 2, C, carries 0.027; number 3, C, carries -0.404; number 4, C, carries 0.404; number 5, C, carries -1.439; number 6, H, carries 0.280; number 7, H, carries 0.270; number 8, H, carries 0.314

# 4
Density functional theory data (ωB97M-V/def2-TZVPD) for a structure of composition C40H56F3InN5O6S3Si2.

```
116
Properties=species:S:1:pos:R:3
In -0.90881 -0.47440 -1.03758
C -0.56634 -4.68112 0.86624
C -1.54764 -4.29187 -0.15432
C -2.41509 -5.27339 -0.61000
C -3.47281 -4.96154 -1.46709
C -3.62960 -3.61803 -1.73436
C -2.74554 -2.62366 -1.19165
N -1.68689 -3.01072 -0.46500
N -2.92105 -1.30514 -1.42083
Si -4.54812 -0.57465 -1.57930
C -5.18146 -0.97899 -3.32860
C -4.33336 1.24628 -1.43378
C -5.79189 -1.24335 -0.33915
H -0.40805 -5.75525 0.78193
H -1.00881 -4.46711 1.85338
H 0.37366 -4.08342 0.80472
H -2.28864 -6.29190 -0.23997
H -4.13442 -5.69826 -1.90873
H -4.42401 -3.30353 -2.36531
H -4.39197 -0.93697 -4.08994
H -5.93009 -0.23760 -3.57490
H -5.59998 -2.00737 -3.37722
H -3.92370 1.63513 -2.39985
H -3.62393 1.48818 -0.62665
H -5.31147 1.74543 -1.24742
H -5.65362 -2.32343 -0.17499
H -6.87155 -1.03648 -0.61919
H -5.61376 -0.74455 0.63599
F -5.99942 5.67976 -3.11337
C -5.23876 5.81165 -4.26985
F -5.20435 7.16558 -4.55030
F -5.97679 5.22292 -5.29371
C -3.89566 5.14995 -4.05465
C -3.30271 4.24658 -4.96468
C -2.38740 3.30812 -4.56671
C -1.93026 3.35488 -3.23572
C -2.22186 4.51168 -2.46621
C -3.22887 5.34995 -2.81978
C -1.15954 2.31463 -2.68936
C -0.63957 1.32968 -2.16094
H -3.59268 4.29641 -5.98879
H -2.02002 2.57193 -5.27187
H -1.73172 4.60544 -1.52525
H -3.57911 6.13328 -2.14382
S -0.50665 -1.85674 -3.69237
C 1.15438 -1.66905 -3.87304
N 1.81415 -0.47538 -3.80140
C 3.25564 -0.64795 -3.95795
C 3.40184 -2.14333 -4.14453
N 2.04842 -2.63284 -4.17541
H 1.39419 0.33158 -3.34376
H 3.84625 -0.21129 -3.15817
H 3.60675 -0.14056 -4.86061
H 4.03847 -2.60083 -3.34968
H 3.92082 -2.33392 -5.08198
H 1.75640 -3.57811 -4.45605
O -2.08556 -1.89772 4.80120
S -1.69449 -0.58055 4.33633
O -0.63847 0.02751 5.10556
N -1.30585 -0.56337 2.75331
C -2.03405 0.35801 2.04092
O -1.76271 0.64257 0.82195
C -3.07604 1.00017 2.83579
C -4.03761 1.97827 2.48269
C -4.85784 2.46429 3.52486
C -4.82608 1.87727 4.80976
C -3.87331 0.92213 5.16115
C -3.03164 0.50618 4.12173
H -4.07970 2.34599 1.45712
H -5.54221 3.29974 3.35093
H -5.57925 2.16872 5.53762
H -3.81202 0.54063 6.16628
C 1.04317 2.69477 2.10318
C 2.45291 2.27538 1.74047
C 2.88829 2.79798 0.35123
C 3.44420 2.57484 2.82769
O 2.32608 0.79053 1.70383
Si 3.15708 -0.44693 1.10726
S 1.74719 -1.58587 -0.04017
O 4.34960 -0.01677 0.03848
C 5.80347 -0.15830 0.21586
C 6.19341 0.44762 1.56884
C 6.15696 -1.64506 0.11297
C 6.39712 0.62642 -0.96152
O 3.82101 -1.27673 2.32155
C 3.50088 -2.32106 3.29025
C 2.05976 -2.28461 3.60218
C 4.30845 -2.00722 4.55644
C 3.91831 -3.58236 2.61026
H 0.97081 3.79376 2.30899
H 0.68399 2.16477 3.00955
H 0.39164 2.36180 1.27371
H 2.79119 3.89028 0.37821
H 2.17732 2.33958 -0.36606
H 3.90906 2.44287 0.14812
H 3.39488 3.66576 3.08762
H 4.41958 2.28084 2.44763
H 3.21407 2.02826 3.75944
H 5.65649 -0.08743 2.38124
H 5.96409 1.51433 1.54340
H 7.28630 0.35875 1.70960
H 5.72639 -2.23058 0.95310
H 7.25521 -1.78886 0.09443
H 5.73537 -2.12199 -0.82113
H 6.13375 1.67778 -0.86300
H 5.94633 0.26651 -1.91285
H 7.46695 0.48863 -1.00338
H 1.74364 -1.30914 4.03051
H 1.76779 -3.05525 4.32661
H 1.46955 -2.41489 2.64934
H 3.96115 -1.02536 4.94856
H 5.37151 -1.94699 4.32455
H 4.08912 -2.78710 5.27695
H 3.40496 -3.69094 1.63027
H 3.68268 -4.44502 3.25804
H 4.99214 -3.62913 2.42408
```

The net charge is -1. The relative energy (zero: lowest compared OMol25 entry of this formula, charge and spin) is 0.0 kcal per mole. As for the frontier orbital gap: 0.2507 Eh. The calculation puts the LUMO energy at 1.746 eV.

Mulliken population analysis, charges in e, atoms 1 to 8: number 1, In, carries 1.647; number 2, C, carries -0.943; number 3, C, carries 0.395; number 4, C, carries -0.716; number 5, C, carries -0.907; number 6, C, carries -0.488; number 7, C, carries -0.092; number 8, N, carries 0.481

# 5
Density functional theory data (ωB97M-V/def2-TZVPD) for a structure of composition C46H53BrN4PRuS2.

```
108
Properties=species:S:1:pos:R:3
Ru -1.12681 0.63225 -0.18348
S -0.78621 3.04805 1.16302
C -1.71231 4.05565 0.13762
C -2.19021 5.24405 0.70082
N -2.58251 6.19925 1.20652
C -2.01001 3.75535 -1.19738
S -1.45401 2.35265 -2.01488
C -2.82221 4.61475 -1.94248
N -3.53061 5.28495 -2.55468
C 4.34049 -1.32275 4.02512
C 3.84629 0.13235 4.00482
C 3.25139 0.50675 5.37112
C 5.04759 1.03965 3.73062
C 2.76359 0.26475 2.94992
C 2.82789 1.16835 1.87252
C 1.80169 1.19365 0.95842
N 0.71619 0.42825 1.01632
C 0.58939 -0.42435 2.08742
C 1.63939 -0.51805 3.02532
C -0.62341 -1.15815 2.19842
C -0.86571 -2.10285 3.22322
C -2.02921 -2.81965 3.29642
C -2.97931 -2.57255 2.27562
C -2.72211 -1.61985 1.32572
N -1.59811 -0.90675 1.26332
C -2.34431 -3.81345 4.39742
C -2.54421 -5.20425 3.77872
C -1.22811 -3.89885 5.44242
C -3.63991 -3.36335 5.08792
H 5.17849 -1.42735 4.71212
H 4.67029 -1.61925 3.03042
H 3.55709 -2.00635 4.34092
H 4.00339 0.41525 6.15292
H 2.41419 -0.13905 5.62482
H 2.89499 1.53515 5.35332
H 5.79829 0.89405 4.50552
H 4.75989 2.08795 3.73942
H 5.50209 0.80015 2.77132
H 3.65869 1.83555 1.73142
H 1.87319 1.85725 0.10962
H 1.53609 -1.21775 3.83552
H -0.09651 -2.23955 3.96002
H -3.91181 -3.10585 2.23042
H -3.47631 -1.41885 0.57532
H -1.65631 -5.50295 3.22552
H -3.39081 -5.21215 3.09772
H -2.72741 -5.93895 4.55962
H -0.30131 -4.24965 4.99322
H -1.50861 -4.60345 6.22222
H -1.05771 -2.93235 5.91112
H -4.47031 -3.34845 4.38692
H -3.52151 -2.36185 5.49582
H -3.89291 -4.04085 5.89962
Br -1.82191 -1.53585 -1.95428
C -3.56221 -0.75705 -2.23878
C -4.34191 -1.28175 -3.23138
C -5.64931 -0.80895 -3.39678
C -6.15011 0.12785 -2.53808
C -5.35651 0.66695 -1.50558
C -5.88431 1.60225 -0.59538
C -5.11771 2.08715 0.42582
C -3.78161 1.68705 0.55482
C -3.18471 0.83905 -0.35098
C -3.99791 0.25585 -1.36108
H -3.95961 -2.06485 -3.86628
H -6.25911 -1.21735 -4.18578
H -7.16931 0.47255 -2.62968
H -6.91161 1.90825 -0.71178
H -5.52751 2.79145 1.13482
H -3.22371 2.08435 1.39552
C 3.63959 -1.29115 -3.37948
C 2.38719 -1.10655 -2.52038
C 1.50719 -2.35195 -2.65428
C 2.85089 -0.99745 -1.06778
P 1.23049 0.42635 -2.76298
C 2.35009 1.88395 -2.61398
C 1.91209 2.96635 -1.85468
C 2.67039 4.11815 -1.73148
C 3.87999 4.21835 -2.39658
C 4.31139 3.16625 -3.18608
C 3.55429 2.01505 -3.29718
C 0.70269 0.63155 -4.61648
C 1.59509 -0.04625 -5.65068
C 0.62629 2.12685 -4.92298
C -0.70881 0.05975 -4.75878
H 4.07189 -2.25885 -3.12258
H 4.39099 -0.53985 -3.15968
H 3.43389 -1.30005 -4.44228
H 2.11749 -3.24985 -2.56218
H 0.99389 -2.38905 -3.61218
H 0.76279 -2.38495 -1.86218
H 3.45809 -1.86015 -0.79968
H 1.99479 -0.97425 -0.39748
H 3.44719 -0.09925 -0.91338
H 0.93899 2.92445 -1.38058
H 2.30539 4.93955 -1.12958
H 4.46619 5.12105 -2.32818
H 5.23109 3.25285 -3.74738
H 3.89549 1.23045 -3.94958
H 2.60969 0.34275 -5.63078
H 1.18599 0.15975 -6.64018
H 1.61009 -1.12605 -5.52528
H 1.61109 2.58535 -4.94648
H 0.02039 2.64965 -4.18758
H 0.16429 2.26815 -5.89998
H -0.72781 -1.00655 -4.54788
H -1.06821 0.21445 -5.77408
H -1.39361 0.56715 -4.08348
```

As for the spin multiplicity: 2. The expectation value of S² is 0.776. As for the frontier orbital gap (alpha / beta): 0.2084 / 0.2068 Eh. The calculation puts the LUMO energy (alpha / beta) at -1.132 / -1.119 eV.

Mulliken population analysis, charges in e, atoms 1 to 8: number 1, Ru, carries 1.132; number 2, S, carries -0.356; number 3, C, carries 0.467; number 4, C, carries -0.167; number 5, N, carries -0.551; number 6, C, carries 0.648; number 7, S, carries -0.457; number 8, C, carries -0.311

# 6
Density functional theory data (ωB97M-V/def2-TZVPD) for a cluster of 2 separate species, C5H11O2 in total.

```
18
Properties=species:S:1:pos:R:3
C -1.98007 1.89157 1.61110
C -1.19977 2.29235 0.28809
O -1.67310 1.88872 -0.74883
O -0.18860 2.96681 0.61035
H -2.96707 2.33706 1.52798
H -1.48091 2.24199 2.49096
H -1.97679 0.80088 1.63622
C 1.59365 -2.50488 -1.16351
C 2.67496 -3.24572 -0.40500
C 0.37540 -2.20381 -0.25276
H 1.88488 -1.56230 -1.60502
H 1.19162 -3.08218 -1.99279
H 3.46111 -3.60521 -1.08066
H 2.25657 -4.04987 0.19851
H 0.70777 -1.97773 0.77565
H -0.13048 -1.25862 -0.47258
H 3.21914 -2.57058 0.25005
H -0.33163 -3.02736 -0.20668
```

As for the spin multiplicity: 2. The relative energy (zero: lowest compared OMol25 entry of this formula, charge and spin) is 7.4 kcal per mole. The expectation value of S² is 0.755. As for the frontier orbital gap (alpha / beta): 0.4266 / 0.2711 Eh. The calculation puts the LUMO energy (alpha / beta) at 0.767 / -3.298 eV.

Mulliken population analysis, charges in e, atoms 1 to 8: number 1, C, carries -0.687; number 2, C, carries 0.709; number 3, O, carries -0.520; number 4, O, carries -0.296; number 5, H, carries 0.252; number 6, H, carries 0.318; number 7, H, carries 0.228; number 8, C, carries -0.217

Number 1: maximum force 3.977 eV Å⁻¹, E_tot -12400.798 eV. Number 2: maximum force 4.036 eV Å⁻¹, E_tot -73666.897 eV. Number 3: maximum force 0.594 eV Å⁻¹, E_tot -7392.042 eV. Number 4: maximum force 4.182 eV Å⁻¹, E_tot -123720.122 eV. Number 5: maximum force 3.245 eV Å⁻¹, E_tot -158106.373 eV. Number 6: maximum force 1.853 eV Å⁻¹, E_tot -9456.129 eV.